ORCA calculation (ωB97M-V/def2-TZVPD) on a cluster of 2 separate species, C3H11N in total in a non-equilibrium geometry.

Results
HOMO energy in eV: -10.272
Lowest unoccupied orbital energy in eV: 0.956
Energy relative to the best compared isomer or geometry (same formula, charge and spin) in eV: 0.1183
Gap between HOMO and LUMO in eV: 11.23
Energy in eV: -4779.3774

Each line ends with the natural charge from an NBO analysis.
Positions of all 15 atoms, in Å:
C  -0.12  -0.43  0.37  -0.612
C  0.42  -1.11  1.64  -0.399
C  1.02  -2.49  1.34  -0.603
H  -1.09  0.05  0.60  0.207
H  -0.36  -1.13  -0.42  0.203
H  0.56  0.34  0.01  0.205
H  -0.42  -1.26  2.31  0.195
H  1.21  -0.51  2.09  0.200
H  1.34  -3.07  2.20  0.209
H  0.39  -3.08  0.68  0.199
H  1.90  -2.34  0.70  0.196
N  -1.48  3.81  -3.01  -1.060
H  -1.46  4.11  -2.04  0.354
H  -1.21  2.83  -3.04  0.354
H  -0.70  4.30  -3.44  0.352

ORCA calculation (ωB97M-V/def2-TZVPD) on a cluster of 14 separate species, C4H26BO21 in total in a non-equilibrium geometry.

Results
HOMO energy in eV: -8.184
Lowest unoccupied orbital energy in eV: 1.429
Energy relative to the best compared isomer or geometry (same formula, charge and spin) in eV: 1.8954
Charge: -1
Gap between HOMO and LUMO in eV: 9.61
Energy in eV: -48252.1723

Each line ends with the natural charge from an NBO analysis.
Positions of all 52 atoms, in Å:
O  23.68  3.35  -19.04  -0.574
C  22.62  3.12  -18.40  0.706
O  22.22  3.50  -17.13  -0.653
B  20.83  3.14  -16.81  1.163
O  20.46  2.24  -17.88  -0.683
C  21.48  2.18  -18.82  0.692
O  21.58  1.52  -19.85  -0.573
O  19.97  4.36  -16.82  -0.631
C  19.35  4.45  -15.67  0.681
O  18.47  5.26  -15.32  -0.593
C  19.82  3.36  -14.80  0.672
O  20.66  2.58  -15.45  -0.659
O  19.43  3.27  -13.68  -0.534
O  20.47  -0.90  -18.19  -0.949
H  19.75  -0.31  -17.97  0.491
H  21.26  -0.38  -18.01  0.452
O  19.99  7.66  -14.18  -0.943
H  19.35  8.33  -14.42  0.459
H  19.80  6.92  -14.76  0.481
O  15.32  4.11  -15.53  -0.942
H  15.93  4.41  -14.86  0.484
H  14.61  4.75  -15.51  0.459
O  18.70  1.36  -20.52  -0.962
H  18.72  1.21  -21.46  0.466
H  19.62  1.30  -20.25  0.484
O  16.84  3.84  -11.32  -0.936
H  16.65  3.95  -10.38  0.466
H  17.78  3.72  -11.36  0.474
O  25.16  5.66  -18.91  -0.944
H  24.31  5.27  -18.68  0.481
H  24.95  6.33  -19.56  0.460
O  22.89  1.30  -22.66  -0.952
H  22.65  1.00  -21.78  0.485
H  22.96  2.25  -22.58  0.467
O  18.18  1.07  -12.21  -0.938
H  17.70  1.04  -13.04  0.472
H  17.89  1.87  -11.79  0.464
O  23.31  0.57  -14.51  -0.949
H  23.93  -0.02  -14.94  0.476
H  22.54  0.56  -15.08  0.483
O  27.11  3.15  -19.55  -0.947
H  26.23  3.33  -19.22  0.489
H  26.98  2.45  -20.20  0.459
O  23.60  3.17  -13.89  -0.965
H  24.50  2.90  -14.07  0.472
H  23.06  2.42  -14.14  0.493
O  22.14  4.70  -11.86  -0.965
H  21.22  4.59  -12.09  0.465
H  22.60  4.05  -12.40  0.492
O  18.09  0.81  -17.15  -0.953
H  17.39  0.47  -17.72  0.475
H  18.43  1.56  -17.63  0.486

ORCA calculation (ωB97M-V/def2-TZVPD) on the molecule C4H7NO.

Results
HOMO energy (spin up / spin down) in eV: -7.653 / -7.581
Lowest unoccupied orbital energy (spin up / spin down) in eV: -0.284 / -0.396
Energy relative to the best compared isomer or geometry (same formula, charge and spin) in eV: 3.6026
Gap between HOMO and LUMO (spin up / spin down) in eV: 7.37 / 7.19
Energy in eV: -7796.0417

Each line ends with the natural charge from an NBO analysis.
Positions of all 13 atoms, in Å:
C  1.59  0.42  0.14  -0.393
N  0.23  0.10  -0.41  -0.217
C  -0.35  1.23  -0.73  -0.160
C  -0.35  -1.11  -0.11  -0.302
C  -1.64  -1.18  0.50  0.332
O  -2.18  -2.21  0.90  -0.590
H  2.12  1.17  -0.47  0.209
H  2.17  -0.49  0.24  0.219
H  1.40  0.86  1.12  0.220
H  -1.40  1.37  -0.62  0.200
H  0.30  2.04  -1.03  0.187
H  0.24  -2.01  -0.22  0.212
H  -2.13  -0.19  0.68  0.083

ORCA calculation (ωB97M-V/def2-TZVPD) on the ion C3H6NO2S with charge -1 in a non-equilibrium geometry.

Results
HOMO energy in eV: -3.062
Lowest unoccupied orbital energy in eV: 4.095
Energy relative to the best compared isomer or geometry (same formula, charge and spin) in eV: 3.7014
Charge: -1
Gap between HOMO and LUMO in eV: 7.16
Energy in eV: -19626.8269

Each line ends with the natural charge from an NBO analysis.
Positions of all 13 atoms, in Å:
O  0.86  2.07  1.34  -1.003
S  0.23  0.73  1.13  2.018
O  -0.84  0.51  2.12  -1.026
C  1.12  -0.74  0.91  -0.692
N  0.23  -1.41  0.04  -0.667
C  -0.16  -0.56  -1.16  -0.249
C  -0.70  0.72  -0.57  -0.682
H  2.10  -0.39  0.43  0.151
H  -0.62  -1.55  0.70  0.360
H  -0.88  -1.09  -1.84  0.178
H  0.84  -0.32  -1.70  0.176
H  -0.41  1.55  -1.17  0.216
H  -1.77  0.46  -0.24  0.219

Question: The highest energy belongs to which entry?
Answer: C3H11N